22
Properties=species:S:1:pos:R:3 method="wB97M-V/def2-TZVPD" e_above_lowest_kj_mol=514.40 total_energy_ha=-437.6582 e_homo_ev="-6.60 / -6.93"
C -0.074 -0.166 -2.199
C 1.197 -0.902 -1.777
C -0.919 0.120 -0.945
C 1.928 -0.110 -0.692
C -0.060 0.820 0.051
N -2.050 -0.248 2.083
N -0.172 0.555 3.047
N -1.229 0.822 2.232
O 1.095 0.159 0.426
H 0.193 0.784 -2.671
H -0.638 -0.758 -2.923
H 0.932 -1.886 -1.385
H 1.867 -1.035 -2.629
H -1.784 0.736 -1.191
H -1.272 -0.825 -0.521
H 2.783 -0.669 -0.304
H 2.286 0.842 -1.113
H 0.043 1.898 -0.033
H -3.017 0.025 2.006
H -1.877 -1.045 2.695
H 0.539 1.260 2.909
H 0.230 -0.379 2.936